[1]
9
Properties=species:S:1:pos:R:3:forces:R:3:mulliken_charge:R:1 method="wB97M-V/def2-TZVPD" relative_energy_kcal_mol=51.1 total_energy_ha=-529.078975 homo_ev=-8.77 e_lumo_ev=0.944 smiles="N=[P@@H](N)O"
N -0.1304 1.5675 -0.0842 -0.0496 -1.5644 0.2775 -0.677
P 0.1753 0.0661 0.3435 -7.2574 5.8062 4.0309 0.569
N -1.0347 -1.1319 0.0206 2.6360 0.5991 1.5041 -0.629
O 1.4461 -0.1720 -0.3619 5.3296 -5.3402 0.9765 -0.455
H -0.4591 2.4876 0.2279 -0.0183 -1.5116 0.1301 0.205
H 0.3438 -0.1366 1.7902 0.2523 -0.4032 -1.5107 0.083
H -0.3778 -1.9099 0.0724 -0.6242 -1.0012 0.1281 0.272
H -1.3174 -1.1207 -0.9238 -0.6319 0.3549 -1.4324 0.284
H 1.3542 0.3499 -1.0846 0.3635 3.0605 -4.1040 0.348


[2]
9
Properties=species:S:1:pos:R:3:forces:R:3:mulliken_charge:R:1 method="wB97M-V/def2-TZVPD" relative_energy_kcal_mol=103.0 total_energy_ha=-329.121867 homo_ev=-8.21 e_lumo_ev=-0.356
C 0.4933 0.0062 0.3607 2.0549 0.9144 -4.0207 -0.345
C 1.6488 0.1740 -0.4943 -1.6883 -0.7420 0.8415 -0.536
C -1.3235 -0.6777 0.0066 1.0757 0.7791 -0.8396 0.446
C -0.7738 0.6241 -0.2488 0.8266 -2.0521 -1.4691 -0.264
O -1.7192 -1.7436 0.0595 -0.4118 -0.0905 0.2649 -0.212
F 2.7182 -0.2992 0.2089 -0.0802 0.1796 -0.1556 -0.166
H 0.7638 -0.2641 1.3206 -0.6290 -0.2353 2.3543 0.487
H -1.1652 1.4707 0.2132 -1.1289 1.3527 0.6451 0.321
H -0.6425 0.7096 -1.4264 -0.0190 -0.1061 2.3792 0.269


[3]
82
Properties=species:S:1:pos:R:3:forces:R:3:mulliken_spin:R:1 method="wB97M-V/def2-TZVPD" spin_multiplicity=2 relative_energy_kcal_mol=53.7 total_energy_ha=-4253.444424 homo_ev="-5.94 / -7.22" e_lumo_ev="-0.205 / -0.372"
Ga -0.3734 -0.0662 0.0347 -0.9322 0.6166 0.5423 0.464
O -1.8053 0.4346 1.5472 0.6524 -0.0243 0.0901 -0.011
N -3.1068 0.4311 1.4080 -0.2739 -0.2401 -0.4173 -0.001
C -3.8288 1.2377 2.2106 -0.1155 0.1829 0.2635 -0.003
C -5.1981 1.2320 2.1798 0.0481 -0.0797 -0.0362 0.002
C -5.8467 0.3683 1.2949 0.0890 0.0208 -0.0137 0.002
C -5.0954 -0.3974 0.4351 -0.0996 0.0812 0.1004 -0.015
C -3.6934 -0.3442 0.4486 0.0530 0.0307 0.0621 -0.001
S -2.7096 -1.1828 -0.6663 0.4740 -0.0114 -0.1726 0.131
H -3.2432 1.8707 2.8624 0.1053 -0.0620 -0.0373 0.001
H -5.7413 1.8884 2.8428 0.0006 -0.0047 0.0067 0.000
H -6.9268 0.3151 1.2779 -0.0017 -0.0114 -0.0405 0.000
H -5.5576 -1.0681 -0.2740 0.0015 0.0501 -0.0508 0.000
C 10.5257 -9.0785 -0.1809 0.0227 -0.1350 -0.0016 0.000
O 10.6376 -7.6691 -0.1632 0.0912 0.0373 -0.0259 0.000
C 9.4965 -6.9453 -0.1315 -0.2129 0.1147 0.0354 0.000
C 9.6436 -5.5595 -0.1438 0.1550 0.0739 0.0008 -0.001
C 8.5378 -4.7370 -0.1074 -0.1571 -0.0004 0.0040 0.001
C 7.2490 -5.2724 -0.0598 0.1755 -0.2143 -0.0098 -0.001
C 7.1130 -6.6595 -0.0405 -0.0429 0.1970 -0.0153 0.001
C 8.2166 -7.4917 -0.0803 0.1008 -0.1425 0.0211 -0.001
C 6.0374 -4.4564 -0.0690 -0.3540 0.0295 -0.0041 0.001
N 4.8229 -4.9380 0.0746 0.0918 -0.1937 0.0353 0.000
C 3.9796 -3.8732 -0.0672 0.3362 0.3945 -0.1296 -0.004
C 4.6948 -2.7142 -0.2969 -0.3493 -0.4231 0.1057 -0.007
N 6.0100 -3.1047 -0.2907 0.2271 0.0989 0.0196 0.000
C 4.0758 -1.4562 -0.5446 -0.1172 0.1329 -0.0453 0.019
C 4.7634 -0.2570 -0.7746 -0.1269 0.0015 0.0188 0.015
C 4.0496 0.8807 -1.0599 0.1883 -0.0442 -0.0401 0.000
C 2.6585 0.8032 -1.1212 -0.1648 0.0020 -0.0843 0.016
N 1.9883 -0.3099 -0.8879 0.0805 -0.0154 0.0499 -0.022
C 2.6616 -1.4349 -0.5850 0.2962 0.2170 -0.0748 0.038
C 1.8958 -2.6409 -0.3072 -0.0499 -0.3759 0.0930 0.029
N 0.5541 -2.5457 -0.2993 0.0603 -0.0344 0.0478 0.014
C -0.1599 -3.6260 -0.0552 -0.0938 0.0323 -0.0070 0.014
C 0.4056 -4.8834 0.1751 0.1776 -0.1234 -0.0125 -0.002
C 1.7738 -5.0043 0.1771 -0.0584 0.0847 0.0222 0.008
C 2.5506 -3.8625 -0.0498 -0.1559 0.1781 -0.0618 -0.014
H 11.5421 -9.4583 -0.2307 -0.0063 -0.0022 -0.0078 0.000
H 9.9676 -9.4244 -1.0548 0.0088 0.0216 -0.0011 0.000
H 10.0472 -9.4577 0.7259 -0.0092 0.0483 0.0025 0.000
H 10.6422 -5.1444 -0.1820 -0.0003 -0.0168 0.0122 0.000
H 8.6896 -3.6638 -0.1075 0.0282 -0.0037 -0.0075 0.000
H 6.1175 -7.0775 0.0008 -0.0170 -0.0185 -0.0184 0.000
H 8.0717 -8.5628 -0.0744 -0.0137 0.0294 0.0192 0.000
H 6.8049 -2.5138 -0.4568 0.0242 -0.0511 -0.0078 0.000
H 5.8450 -0.2308 -0.7221 0.0090 0.0185 -0.0228 0.001
H 4.5497 1.8211 -1.2442 -0.0302 0.0176 -0.0010 -0.001
H 2.0582 1.6712 -1.3628 0.0180 0.0342 0.0934 0.019
H -1.2360 -3.4936 -0.0435 -0.0050 0.0467 0.0009 0.004
H -0.2297 -5.7419 0.3427 -0.0366 0.0246 0.0158 -0.002
H 2.2754 -5.9469 0.3518 -0.0388 -0.0213 0.0100 0.000
C 1.4296 0.4643 2.8506 -0.1201 0.1388 0.1369 0.064
C 1.4525 1.9872 3.0185 -0.0235 -0.0821 -0.2507 -0.005
C 2.6835 2.5850 2.3254 -0.0080 -0.0683 0.1238 0.004
C 0.2045 2.7104 2.5395 0.1270 -0.0684 -0.1271 0.048
C -0.4354 3.5538 3.4371 -0.1120 0.0065 -0.0283 -0.017
C -1.4904 4.3653 3.0485 0.0060 -0.0048 0.0023 0.017
C -1.8484 4.3841 1.7103 -0.0988 0.0358 0.1349 -0.012
C -1.2365 3.5598 0.7749 -0.0023 -0.1009 -0.0961 0.074
C -1.5674 3.7876 -0.6901 0.2432 -0.1152 -0.0866 0.013
C -0.3990 4.5346 -1.3492 -0.1724 0.0224 -0.0374 0.004
C -1.9342 2.5500 -1.5115 -0.0906 0.0904 0.1572 -0.006
C -0.2440 2.6461 1.1966 -0.3329 0.4994 0.4393 0.070
O 0.2922 1.7865 0.3307 0.3192 -0.6424 -0.3734 0.022
H 2.2120 0.0044 3.4591 -0.0077 -0.0302 -0.0213 0.003
H 1.6111 0.2023 1.8105 0.0712 -0.1022 -0.0842 0.037
H 0.4621 0.0539 3.1490 0.0470 -0.0397 0.0133 -0.020
H 1.5365 2.1957 4.0890 -0.0256 0.0091 0.0027 -0.001
H 2.6139 2.4105 1.2520 0.0225 0.0124 -0.0479 0.000
H 3.6044 2.1255 2.6965 -0.0092 -0.0054 -0.0192 0.000
H 2.7394 3.6607 2.4979 0.0185 0.0031 -0.0063 0.000
H -0.0906 3.5837 4.4654 0.0155 -0.0344 -0.0025 0.000
H -1.9940 5.0009 3.7659 0.0224 0.0226 -0.0102 0.001
H -2.6220 5.0709 1.3812 0.0038 -0.0276 -0.0568 0.000
H -2.4355 4.4537 -0.7143 -0.0001 -0.0012 0.0600 0.001
H 0.5001 3.9162 -1.3295 0.0060 0.0010 0.0120 0.000
H -0.1950 5.4648 -0.8173 0.0571 -0.0030 -0.0143 0.000
H -0.6353 4.7773 -2.3886 0.0401 -0.0155 -0.0113 0.000
H -1.0522 1.9524 -1.7392 -0.0209 0.0149 -0.0634 0.017
H -2.3921 2.8571 -2.4540 0.0030 -0.0451 -0.0266 -0.003
H -2.6483 1.9197 -0.9789 -0.0310 -0.0382 -0.0450 -0.002


[4]
79
Properties=species:S:1:pos:R:3:forces:R:3:mulliken_spin:R:1 method="wB97M-V/def2-TZVPD" spin_multiplicity=2 total_charge=-1 total_energy_ha=-3423.764401 homo_ev="-2.60 / -2.60" e_lumo_ev="2.485 / 2.485"
Co 0.4685 -1.3135 0.7915 -0.6953 -0.4057 -0.3636 1.023
O -0.3883 -2.6270 2.0455 0.1536 0.1760 0.0024 0.013
C 0.1839 -3.6793 2.5222 -0.0527 -0.0864 0.1185 0.002
C -0.5925 -4.6122 3.2726 0.0612 0.1690 -0.0579 0.006
C -0.0398 -5.7192 3.8653 0.0742 -0.1418 0.0366 -0.004
C 1.3311 -5.9978 3.7562 -0.1098 0.1085 -0.0130 0.007
C 2.1001 -5.1377 3.0037 0.0231 -0.1104 0.0276 -0.005
C 1.5674 -4.0099 2.3690 0.2455 0.1355 -0.2309 0.007
C 2.4799 -3.2283 1.5407 -0.3070 -0.3811 0.2539 -0.025
N 2.0988 -2.2294 0.8590 0.3489 0.5245 -0.3520 -0.012
N 3.0739 -1.5527 0.0608 0.6921 -0.1059 1.7137 0.003
C 3.1035 -0.2568 0.4828 0.4743 -0.2783 -0.5120 0.003
O 2.3223 0.2222 1.3074 -0.1511 0.5293 0.2786 0.007
C 4.0881 0.5917 -0.2694 -0.4309 -0.3648 0.3447 0.001
C 5.1451 0.0145 -0.9503 0.4222 0.0658 -0.2248 0.000
C 6.0115 0.8112 -1.6956 -0.1522 -0.2085 0.1362 -0.001
C 5.7996 2.1766 -1.7678 0.0153 0.1586 -0.0447 0.001
C 4.7369 2.7571 -1.0825 -0.0845 -0.0993 0.0795 0.000
C 3.8868 1.9618 -0.3277 0.0327 0.2886 -0.1008 0.003
H -1.6507 -4.3965 3.3619 0.0048 0.0056 0.0254 0.001
H -0.6784 -6.3951 4.4249 0.0022 0.0234 0.0166 0.000
H 1.7689 -6.8600 4.2416 -0.0155 -0.0069 -0.0171 0.001
H 3.1616 -5.3342 2.8817 -0.0135 0.0021 -0.0139 0.000
H 3.5297 -3.5177 1.4916 -0.0214 -0.0072 0.0283 -0.002
H 5.2911 -1.0546 -0.8847 -0.0343 0.0115 -0.0321 0.000
H 6.8381 0.3579 -2.2284 0.0055 0.0039 -0.0082 0.000
H 6.4588 2.7941 -2.3673 -0.0035 0.0088 0.0242 0.000
H 4.5649 3.8241 -1.1497 0.0050 0.0047 -0.0029 0.000
H 3.0412 2.3799 0.2051 0.0293 -0.0076 -0.0130 0.000
C -0.3917 4.0002 -0.0214 -0.0613 -0.0335 -0.0579 -0.001
O -1.0043 4.1942 -1.2985 0.1122 -0.0004 0.0416 0.000
C -2.2016 3.6566 -1.6284 -0.0283 0.0307 -0.0174 0.000
C -2.8142 4.2658 -2.7288 0.0899 0.0118 0.0408 0.000
C -4.0313 3.8305 -3.2011 -0.1578 -0.0815 -0.0336 0.000
C -4.6832 2.7661 -2.5816 0.0663 0.0603 -0.0011 0.000
C -4.0677 2.1401 -1.5158 -0.1282 -0.0443 0.0016 0.000
C -2.8300 2.5575 -1.0302 0.2021 0.0587 -0.0307 -0.001
N -2.2335 1.8461 0.0462 -0.1120 -0.1126 0.0327 -0.001
C -1.3019 0.8314 -0.1722 0.0123 0.0957 0.1688 -0.006
N -0.6932 0.8543 -1.3590 0.2498 -0.1068 -0.0961 0.004
C 0.4471 0.0892 -1.7701 -0.3918 0.5729 -0.1198 -0.098
C 0.8760 -0.9881 -1.0683 0.8994 -0.1640 0.4057 0.056
C 2.1533 -1.6187 -1.4867 -1.6386 0.3410 -2.6165 -0.011
C 2.7800 -1.0799 -2.6816 -0.3747 -0.2351 0.4932 0.007
C 2.2129 -0.0059 -3.3664 0.5006 0.0816 -0.1783 -0.007
C 1.0561 0.5922 -2.9509 -0.2671 -0.0636 0.2822 0.010
O 0.4371 1.6503 -3.6469 0.1053 -0.1167 0.0441 -0.001
C -0.5102 1.1799 -4.5891 -0.0313 -0.0357 -0.0521 0.000
N -1.0064 -0.0134 0.7741 -0.1258 -0.0009 0.1214 0.010
C -1.7211 0.0448 1.9970 0.0575 -0.1051 -0.0804 0.014
C -1.0611 0.4026 3.1629 0.0597 0.0396 0.0679 -0.001
C -1.6860 0.3083 4.3995 -0.0181 0.0094 -0.0374 0.000
C -2.9920 -0.1483 4.4776 0.0210 -0.0067 -0.0474 -0.002
C -3.6768 -0.5015 3.3203 0.0905 0.0617 -0.0039 0.001
C -3.0446 -0.3997 2.0868 -0.1150 -0.1146 0.0289 0.001
O -3.6574 -0.7165 0.9039 -0.0536 -0.0856 -0.0227 -0.001
C -4.6916 -1.6823 0.9591 0.0741 0.0438 0.0162 0.000
H 0.3805 4.7634 0.0319 0.0168 0.0086 -0.0017 0.000
H 0.0663 3.0159 0.0619 0.0244 0.0035 -0.0038 0.000
H -1.1070 4.1392 0.7876 -0.0240 0.0106 0.0112 0.000
H -2.2916 5.0921 -3.1932 -0.0062 -0.0062 0.0133 0.000
H -4.4770 4.3206 -4.0580 -0.0093 0.0007 0.0199 0.000
H -5.6429 2.4186 -2.9398 0.0024 0.0002 -0.0051 0.000
H -4.5257 1.2854 -1.0297 0.0155 -0.0035 -0.0317 0.000
H -2.8791 1.6186 0.7864 0.0101 0.0108 0.0291 0.000
H -0.8651 1.6496 -1.9570 -0.0335 -0.0329 -0.0247 0.002
H 2.1066 -2.7071 -1.4884 0.4876 -0.0333 0.5902 -0.004
H 3.6877 -1.5412 -3.0543 -0.0673 -0.0335 -0.1150 -0.001
H 2.6831 0.3673 -4.2744 0.0228 -0.0433 0.0535 -0.001
H -0.9159 2.0434 -5.1205 0.0248 0.0212 0.0408 0.000
H -1.3316 0.6451 -4.0968 0.0047 -0.0095 0.0034 0.000
H -0.0410 0.4986 -5.3048 0.0089 0.0052 -0.0130 0.000
H -0.0265 0.7165 3.0758 -0.0074 -0.0370 0.0118 0.000
H -1.1429 0.5692 5.2986 -0.0061 0.0054 -0.0080 0.000
H -3.4834 -0.2442 5.4378 0.0038 0.0066 -0.0050 0.000
H -4.6924 -0.8673 3.3836 -0.0057 0.0034 -0.0001 0.000
H -4.8587 -2.0111 -0.0634 -0.0023 0.0095 -0.0216 0.000
H -5.6199 -1.2622 1.3572 -0.0144 0.0133 0.0093 0.000
H -4.3877 -2.5355 1.5694 -0.0009 -0.0120 -0.0022 0.000


[5]
13
Properties=species:S:1:pos:R:3:forces:R:3:mulliken_charge:R:1 method="wB97M-V/def2-TZVPD" relative_energy_kcal_mol=117.9 total_charge=+1 total_energy_ha=-286.447327 homo_ev=-12.97 e_lumo_ev=-4.423
C -0.0615 1.3134 -0.1162 1.5696 1.2807 -0.5164 -0.699
C -1.2806 0.6488 -0.0755 -0.6393 -1.2445 0.3955 0.240
C 4.0655 -0.6248 -0.4083 -1.2822 1.4252 2.2643 -0.249
C 3.6318 -0.1867 0.6380 -0.1128 -1.2745 -0.6046 -0.466
C 1.0037 1.9017 -0.2810 -5.5351 -2.9871 0.9914 -0.353
C -2.2483 -0.0858 -0.0226 1.7851 1.3666 -0.1393 0.343
N -3.3701 -0.9168 0.1542 -1.1579 3.2078 -2.6564 -0.243
H 4.2175 -0.8079 -1.4148 0.6960 -0.4434 -1.2201 0.376
H 3.0919 -0.1205 1.5758 0.6795 0.3155 -0.4389 0.348
H 1.8549 2.2740 -0.6416 3.0696 1.4797 -0.7631 0.553
H -3.8005 -0.6729 1.0344 -1.2140 0.6164 0.1939 0.374
H -3.1109 -1.8181 0.3107 1.3409 -3.8629 0.1662 0.345
H -3.9933 -0.9044 -0.7532 0.8004 0.1206 2.3275 0.430


[6]
37
Properties=species:S:1:pos:R:3:forces:R:3:mulliken_charge:R:1 method="wB97M-V/def2-TZVPD" relative_energy_kcal_mol=86.1 total_energy_ha=-920.767316 homo_ev="-8.85 / -7.58" e_lumo_ev="-0.391 / -0.320"
C 0.0210 -0.3631 -1.7546 -2.1994 3.7385 -0.3760 -1.377
C 0.5678 0.9952 -1.1225 1.2716 0.2427 -0.6136 -0.206
C 1.0294 -1.9926 1.0390 -2.4962 -0.5492 1.5892 -1.408
C -0.5061 -3.6530 -0.2445 -4.3413 -1.0747 -0.8991 -1.545
C 1.4667 -2.7055 -1.3470 0.6407 2.7672 0.6544 -1.960
C 0.2845 1.6735 1.7372 -1.2941 0.8153 0.7657 -1.358
C 0.6166 3.7754 0.2655 0.6911 0.4419 2.9357 -1.666
C -1.7086 3.0718 0.8687 0.4431 -0.9722 3.2151 -1.452
C 0.3550 -2.3990 -0.3540 -0.4959 0.1861 1.4992 1.734
C -0.2736 2.5516 0.5687 -0.7495 0.6574 1.9214 1.486
N -0.5391 -1.2939 -0.8354 0.8838 -1.0118 0.4504 0.294
N -0.4900 1.8266 -0.5885 0.5809 -2.6531 -3.1273 -0.374
O -2.2894 -1.1455 1.2588 -0.9929 -1.8051 4.2947 -0.568
P -1.8840 -0.6723 -0.0105 0.7858 1.7506 -5.8238 0.249
H -0.8516 0.0735 -2.3652 1.0426 -0.7221 0.4801 0.429
H 0.7269 -0.7201 -2.4614 0.4881 -0.7212 -0.2621 0.491
H 1.4330 0.8398 -0.4580 -0.4029 -0.4170 0.4784 0.261
H 1.1425 1.5316 -1.9582 -1.2681 -0.4020 0.5239 0.348
H 0.3621 -2.0380 2.0403 0.5461 0.6726 -2.6919 0.240
H 1.6122 -2.8162 1.3332 1.6675 -1.0015 -0.0662 0.561
H 1.5947 -1.0543 1.0630 -0.1546 -0.3029 -0.3747 0.218
H -0.0700 -4.6107 0.0795 0.4269 0.7253 0.1844 0.408
H -1.0253 -3.9740 -1.3147 1.5187 1.1661 2.3806 0.291
H -1.4795 -3.4834 0.4282 2.2344 -0.2531 -1.2071 0.293
H 2.2374 -1.8909 -1.1660 -0.5161 -1.0723 -0.7909 0.376
H 1.8958 -3.6377 -1.1424 0.7029 -1.3452 0.6311 0.494
H 1.1461 -2.7434 -2.3720 -0.2452 0.1989 -0.4248 0.437
H -0.2092 0.7228 1.6666 -0.4954 -0.5377 0.0955 0.314
H 1.3199 1.4209 1.7427 1.0223 0.3422 -0.3081 0.375
H 0.0284 2.0719 2.7540 0.2172 -0.0403 -0.9554 0.369
H 1.6147 3.3838 0.0272 -0.1834 0.5989 -0.4062 0.384
H 0.7410 4.4678 1.2419 -0.3116 -1.7177 -2.0194 0.337
H 0.1250 4.3913 -0.4569 0.1586 0.2930 -0.8229 0.442
H -2.3218 2.2014 1.3719 1.2327 1.7664 -0.3976 0.228
H -1.4878 3.9620 1.5807 -1.4638 -1.2562 -1.1648 0.367
H -2.2695 3.2089 -0.0416 0.2104 0.9074 -0.2742 0.431
H -2.9151 -0.9762 -1.0738 0.8447 0.5849 0.9062 0.058


[7]
16
Properties=species:S:1:pos:R:3:forces:R:3:mulliken_charge:R:1 method="wB97M-V/def2-TZVPD" relative_energy_kcal_mol=101.6 total_energy_ha=-1029.629119 homo_ev=-8.62 e_lumo_ev=-0.179 smiles="S=C1[C@H]2CC[C@]1(S)C2"
S -1.5494 2.5384 -0.1784 0.3869 -0.0534 0.8722 -0.248
C -0.5700 1.2583 -0.0481 -0.1628 1.3183 -3.5652 -0.111
C -0.1622 0.3820 -1.2803 2.1042 -0.3023 0.1956 -0.151
C 1.3355 -0.1015 -0.8579 1.1386 -0.7471 -1.1588 -0.509
C 1.1098 -0.6121 0.7294 0.3539 -0.3262 -3.0632 -0.767
C -0.3456 0.1577 0.8029 0.7655 -5.5723 3.3583 0.545
S -0.9198 -0.2084 2.5465 -0.9439 2.2256 -0.4708 -0.266
C -0.9888 -0.7260 -0.4834 -2.5600 6.4854 -0.1736 -0.751
H -0.2772 0.7219 -2.4107 -0.0907 -0.7113 2.6953 0.335
H 2.1699 0.7268 -0.8725 -1.8811 -1.3584 -0.0328 0.302
H 1.7066 -0.9162 -1.6724 -0.8395 1.6178 2.2137 0.267
H 0.9326 -1.8880 0.7362 0.6308 4.0702 0.4285 0.245
H 2.0583 -0.2465 1.3276 -2.4765 -0.8121 -0.7406 0.284
H -1.6741 0.9720 2.8880 1.0093 -1.6022 -0.8180 0.167
H -0.7177 -1.6941 -0.6512 0.5159 -2.6500 0.0081 0.402
H -2.1078 -0.3644 -0.5756 2.0493 -1.5819 0.2513 0.255


Repeat the second record exactly.
9
Properties=species:S:1:pos:R:3:forces:R:3:mulliken_charge:R:1 method="wB97M-V/def2-TZVPD" relative_energy_kcal_mol=103.0 total_energy_ha=-329.121867 homo_ev=-8.21 e_lumo_ev=-0.356
C 0.4933 0.0062 0.3607 2.0549 0.9144 -4.0207 -0.345
C 1.6488 0.1740 -0.4943 -1.6883 -0.7420 0.8415 -0.536
C -1.3235 -0.6777 0.0066 1.0757 0.7791 -0.8396 0.446
C -0.7738 0.6241 -0.2488 0.8266 -2.0521 -1.4691 -0.264
O -1.7192 -1.7436 0.0595 -0.4118 -0.0905 0.2649 -0.212
F 2.7182 -0.2992 0.2089 -0.0802 0.1796 -0.1556 -0.166
H 0.7638 -0.2641 1.3206 -0.6290 -0.2353 2.3543 0.487
H -1.1652 1.4707 0.2132 -1.1289 1.3527 0.6451 0.321
H -0.6425 0.7096 -1.4264 -0.0190 -0.1061 2.3792 0.269